Record 1
# C19H25N3O4

The molecule C19H25N3O4 (wB97M-V/def2-TZVPD, the OMol25 dataset).

Geometry as XYZ:
```
51
Properties=species:S:1:pos:R:3:forces:R:3
C -2.9899 -6.1134 3.0544 0.0 -0.1 0.0
O -3.4034 -4.7744 3.0067 -0.1 0.3 0.0
C -4.7016 -4.6186 2.4813 -0.1 0.0 -0.1
C -5.0447 -3.1301 2.4613 -0.1 -0.5 0.2
N -4.0481 -2.3808 1.7111 -0.1 -0.1 0.1
C -4.0372 -2.5727 0.3440 0.2 0.2 -0.3
O -4.8584 -3.2492 -0.2322 -0.2 -0.2 -0.1
N -3.0394 -1.9262 -0.3420 0.0 -0.1 -0.4
C -2.0644 -1.1547 0.2388 0.2 0.3 0.6
C -1.0547 -0.5632 -0.5140 0.1 0.1 0.0
C -0.0930 0.2206 0.1022 -0.3 -0.4 0.1
C -0.1205 0.3976 1.4884 0.0 0.1 -0.1
C -1.1168 -0.1894 2.2368 -0.2 -0.1 -0.1
C -2.1027 -0.9611 1.6230 0.3 0.2 -0.3
C -3.1648 -1.5782 2.4265 0.0 0.1 0.0
O -3.2955 -1.3984 3.6162 0.1 0.0 0.0
H -1.1610 -0.0731 3.3087 0.0 0.0 0.1
H 0.6525 0.9662 1.9830 0.1 0.0 0.0
C 0.9744 0.8084 -0.7742 -0.1 0.2 0.3
O 1.3451 0.2442 -1.7847 0.1 -0.1 -0.3
N 1.4619 1.9922 -0.3438 -0.1 0.3 0.3
H 1.0084 2.4363 0.4369 0.0 -0.1 -0.1
C 2.4848 2.7566 -1.0531 0.0 -0.3 -0.3
C 1.8981 3.2892 -2.3691 0.1 0.0 0.0
H 1.2146 4.1074 -2.1262 0.0 0.0 0.0
C 2.9257 3.7674 -3.3970 -0.1 0.2 0.2
C 4.1200 4.5277 -2.8165 0.1 -0.2 -0.3
C 5.2737 3.6038 -2.4270 0.0 0.2 0.3
C 5.0231 2.7617 -1.1789 0.0 -0.1 -0.3
H 4.9773 3.4170 -0.3045 0.0 0.0 0.1
C 3.7534 1.9143 -1.2308 0.1 0.2 0.2
H 3.7895 1.1911 -0.4125 0.0 0.0 -0.1
H 3.6999 1.3489 -2.1591 0.0 -0.1 0.0
H 5.8793 2.0974 -1.0413 0.0 0.0 0.1
H 6.1680 4.2082 -2.2543 0.1 0.0 -0.1
H 5.4868 2.9409 -3.2688 0.0 0.0 -0.1
H 3.8092 5.1263 -1.9587 0.0 0.1 0.1
H 4.4915 5.2195 -3.5765 0.0 0.1 0.1
H 3.3017 2.9124 -3.9604 0.0 0.0 -0.1
H 2.3999 4.4095 -4.1073 0.0 -0.1 -0.1
H 1.3115 2.4893 -2.8229 -0.1 0.0 0.1
H 2.7265 3.5992 -0.3966 0.0 -0.1 0.0
H -1.0024 -0.7120 -1.5822 0.0 0.0 -0.1
H -3.0247 -2.0745 -1.3424 -0.1 -0.1 0.2
H -6.0233 -2.9905 1.9983 0.1 0.0 0.1
H -5.0313 -2.7301 3.4761 -0.1 0.0 -0.2
H -5.4382 -5.1483 3.1049 0.0 0.1 -0.1
H -4.7525 -5.0280 1.4619 0.0 0.0 0.2
H -3.6498 -6.7115 3.6953 0.0 0.0 0.0
H -1.9840 -6.1134 3.4688 0.0 -0.1 0.0
H -2.9747 -6.5614 2.0524 0.0 0.0 0.0
```
Positions in Å, forces in eV/Å.

Summary:
SMILES string: COCCn1c(=O)[nH]c2cc(C(=O)NC3CCCCCC3)ccc2c1=O
charge: 0
Kohn-Sham gap: 0.3320 Ha
total energy: -32771.2948 eV
LUMO energy: 0.028 eV
largest force on an atom: 0.681 eV/Å

Atom charges from the Mulliken analysis, given in e for atoms 1 to 5: number 1, C, carries -0.773; number 2, O, carries -0.228; number 3, C, carries -0.547; number 4, C, carries -1.193; number 5, N, carries 0.084

---

Record 2
# C7H6BF3O2

The molecule C7H6BF3O2 at a distorted geometry (wB97M-V/def2-TZVPD, the OMol25 dataset).

Geometry as XYZ:
```
19
Properties=species:S:1:pos:R:3:forces:R:3
F 3.1421 -0.9165 1.9537 -0.1 -0.4 0.7
F 1.2086 -1.1751 2.9488 -0.4 0.2 1.4
F 1.8092 -2.5842 1.4525 0.0 0.9 0.2
O -3.0871 0.1153 0.4077 -2.5 0.2 1.4
O -2.6585 0.3783 -1.8999 -0.4 0.0 -1.5
B -2.2426 0.2678 -0.6326 -0.5 0.1 0.7
C 1.3911 1.1117 -1.1529 -0.9 0.3 1.1
C -0.0320 1.1562 -1.2275 2.0 -0.1 -1.0
C 2.0019 0.4460 -0.0713 0.7 -0.2 -1.6
C -0.0787 -0.3955 0.5911 -2.1 -0.5 -0.3
C -0.7451 0.3751 -0.3475 0.2 0.0 -0.4
C 1.2582 -0.3626 0.7520 0.1 -0.1 0.7
C 1.8363 -1.2500 1.8165 1.3 -0.5 -2.3
H -4.0723 0.3175 0.3721 2.1 -0.6 -0.3
H -3.5743 0.1200 -2.0289 -0.1 0.2 -0.1
H 2.0075 1.6271 -1.8739 0.0 0.1 0.0
H -0.5601 1.6266 -2.0831 0.6 -0.1 0.8
H 3.0778 0.3059 -0.0210 0.0 0.6 -0.1
H -0.6819 -1.1637 1.0441 0.0 0.0 0.8
```
Positions in Å, forces in eV/Å.

Summary:
SMILES string: OB(O)c1cccc(C(F)(F)F)c1
charge: 0
Kohn-Sham gap: 0.3564 Ha
total energy: -20283.1580 eV
LUMO energy: 0.125 eV
largest force on an atom: 2.839 eV/Å

Atom charges from the Mulliken analysis, given in e for atoms 1 to 5: number 1, F, carries -0.286; number 2, F, carries -0.231; number 3, F, carries -0.265; number 4, O, carries -0.557; number 5, O, carries -0.525

---

Record 3
# C29H81N7O8

A cluster of 8 separate species, C29H81N7O8 in total at a distorted geometry (wB97M-V/def2-TZVPD, the OMol25 dataset).

Geometry as XYZ:
```
125
Properties=species:S:1:pos:R:3:forces:R:3
C -4.2618 -2.3060 2.2640 2.4 0.6 1.3
O -5.3128 -3.1208 2.5938 -2.1 -0.8 -0.6
H -3.8589 -2.3855 1.2543 -0.7 -0.3 -0.1
H -4.3756 -1.2557 2.5324 -0.5 0.3 -0.4
H -3.4826 -2.6401 2.9490 1.0 0.3 -0.3
H -5.4971 -2.9964 3.5277 0.0 -0.1 0.0
C 6.4441 4.5874 -3.4943 -0.4 0.0 -0.7
C 5.1950 5.1978 -2.8849 -0.5 -1.3 1.8
C 5.0462 4.6912 -1.4078 -0.4 0.3 -0.3
O 4.5391 3.4103 -1.3435 0.1 -1.5 -0.4
C 4.4657 2.8726 -0.0416 -0.3 -0.2 -0.4
N 5.2406 6.6139 -2.8957 0.6 1.8 0.0
H 7.3183 4.9124 -2.9302 0.1 0.2 -0.2
H 6.4838 4.9174 -4.5324 0.4 0.1 0.0
H 6.4604 3.4978 -3.5207 -0.3 0.0 0.3
H 4.2654 5.0023 -3.4195 0.1 -0.9 -0.1
H 4.3375 5.2829 -0.8285 0.0 0.9 -0.1
H 6.0045 4.7107 -0.8887 0.5 0.3 0.0
H 3.8341 3.4821 0.6047 -0.4 0.1 0.0
H 5.4176 2.7829 0.4818 0.4 0.0 -0.3
H 4.0513 1.8755 -0.1908 -0.1 0.1 0.4
H 5.8875 6.9573 -2.2001 0.4 0.1 0.0
H 4.3565 7.0103 -2.6105 -0.2 -0.1 -0.1
C 1.9930 -3.0304 -2.2876 0.1 0.1 1.6
C 2.7863 -2.9523 -0.8848 -1.5 -1.3 -1.5
C 1.8551 -3.5343 0.2559 0.4 1.0 -0.9
O 2.3038 -3.1194 1.5361 -0.4 -0.6 0.8
C 1.6113 -3.7381 2.6525 0.6 0.2 -0.4
N 3.8963 -3.8490 -1.1014 0.8 -0.5 0.6
H 1.7801 -4.0835 -2.4717 -0.2 0.0 0.1
H 2.5486 -2.7044 -3.1669 0.4 0.3 0.3
H 1.0629 -2.4638 -2.2425 -0.1 0.1 -0.1
H 3.0809 -1.9238 -0.6762 -0.2 0.1 0.3
H 1.7442 -4.6185 0.2686 0.4 -0.2 -0.5
H 0.8751 -3.1384 -0.0105 -0.4 0.2 0.5
H 1.6905 -4.8251 2.6688 0.1 -0.2 -0.5
H 0.5523 -3.4837 2.6950 -0.1 0.2 -0.2
H 2.1122 -3.4105 3.5635 0.0 0.3 -0.2
H 4.3072 -4.0907 -0.2110 0.2 -0.1 0.2
H 4.6392 -3.4327 -1.6444 0.0 0.2 -0.2
C -1.0967 3.5709 -5.0287 0.8 1.1 -0.1
C -1.9698 2.3574 -5.2357 0.9 -0.8 0.6
C -1.1158 1.0770 -5.5743 -0.8 -0.1 -0.5
O -0.6799 1.1654 -6.9071 0.4 0.8 -0.9
C 0.4894 0.4274 -7.2304 -0.9 0.4 -0.2
N -2.7706 2.1486 -4.0314 -0.6 0.0 0.2
H -1.5454 4.5483 -5.2063 -0.5 -0.1 -0.8
H -0.1703 3.5198 -5.6007 0.0 0.1 -0.1
H -0.8531 3.7626 -3.9837 0.4 -0.9 0.3
H -2.6865 2.4945 -6.0455 0.3 -0.1 -0.3
H -1.7550 0.1945 -5.5510 -0.4 -0.1 0.5
H -0.2438 0.8454 -4.9627 0.0 0.6 0.6
H 1.3640 0.8504 -6.7361 0.1 -0.3 0.3
H 0.6415 0.5414 -8.3037 -0.1 0.0 0.0
H 0.3098 -0.6280 -7.0254 0.4 -0.2 0.2
H -3.3583 2.9680 -3.9747 -0.7 0.0 -0.2
H -2.2022 2.3386 -3.2184 0.6 -0.5 0.2
C -4.9834 2.7724 -0.2639 0.7 -1.1 -0.9
C -5.1423 2.7239 1.2440 -0.1 0.0 -1.9
C -4.0879 3.4930 1.9947 0.9 0.3 0.2
O -2.7519 2.9330 1.8850 -0.6 0.1 -0.1
C -1.7613 3.5378 2.7317 -1.0 0.0 0.0
N -6.4489 3.3251 1.4779 0.2 0.1 1.5
H -5.9007 2.4178 -0.7338 -0.1 -0.2 0.0
H -4.2193 2.0628 -0.5811 0.2 0.0 -0.1
H -4.7680 3.7131 -0.7707 0.1 0.4 0.7
H -5.1812 1.6798 1.5545 0.5 -0.3 0.0
H -4.3915 3.5627 3.0392 0.2 0.0 0.3
H -4.1289 4.4999 1.5791 0.3 0.3 0.1
H -1.5845 4.5864 2.4920 0.0 0.1 -0.3
H -0.8257 2.9835 2.6567 -0.2 -0.1 -0.1
H -2.1157 3.5267 3.7624 0.1 -0.2 0.2
H -6.6637 2.8987 2.3679 -1.0 0.5 0.4
H -7.1258 2.9530 0.8273 0.0 -0.1 -0.1
C -1.5444 -7.2059 4.3129 0.7 -0.1 -0.9
C -1.7195 -6.0226 3.3418 0.6 0.0 0.3
C -1.6081 -6.3725 1.8664 0.7 0.0 -1.6
O -1.1625 -5.2071 1.1083 -0.3 0.2 -0.2
C -1.3294 -5.2078 -0.3257 -0.1 -0.9 0.5
N -2.9570 -5.3552 3.6378 -0.8 0.2 0.0
H -1.7434 -6.9463 5.3527 -0.3 0.1 -0.2
H -0.5105 -7.5485 4.2705 0.1 0.0 0.0
H -2.1198 -8.0732 3.9892 -0.4 0.0 0.2
H -0.9295 -5.2969 3.5352 0.3 0.0 0.0
H -2.5429 -6.7080 1.4174 -0.5 0.0 0.3
H -0.9171 -7.1913 1.6662 0.4 -0.1 0.2
H -2.1842 -5.8043 -0.6444 -0.5 0.2 0.3
H -0.5175 -5.6778 -0.8807 0.6 0.0 0.4
H -1.4240 -4.1991 -0.7279 -0.1 0.1 0.5
H -3.6714 -6.0638 3.5510 -0.5 -0.1 0.2
H -3.1687 -4.7323 2.8715 0.0 0.4 -0.1
C 2.4298 1.7346 2.9395 0.4 0.2 1.0
C 2.3343 0.2043 2.9543 0.4 1.4 1.0
C 1.2180 -0.3277 3.8223 -2.3 0.9 0.6
O 1.1480 0.3033 5.1060 1.8 -0.5 1.2
C 0.5150 -0.4006 6.2012 -0.7 0.7 -2.0
N 2.2339 -0.1990 1.5982 0.2 -1.1 -0.6
H 3.2598 2.0819 2.3243 0.2 -0.4 0.1
H 2.5943 2.0869 3.9578 -0.1 0.2 0.0
H 1.5620 2.2574 2.5372 -0.4 -0.4 0.0
H 3.2156 -0.2224 3.4331 0.6 0.2 -0.3
H 1.1828 -1.4157 3.8788 0.4 -0.1 0.2
H 0.2606 -0.0245 3.3985 -0.3 -0.2 -0.8
H -0.5220 -0.1106 6.0316 -0.5 -0.3 0.8
H 0.8599 -0.0491 7.1736 0.2 0.1 -0.3
H 0.5625 -1.4861 6.1135 0.4 -0.1 0.0
H 2.0748 -1.1955 1.6413 0.1 -0.4 -0.7
H 1.4007 0.2202 1.2107 -0.3 0.2 0.1
C -1.4480 -1.0610 0.1390 1.1 -0.6 0.0
C -0.5112 0.0463 -0.3808 -1.7 0.3 0.0
C -1.1012 0.8566 -1.5170 0.0 -0.8 -1.3
O -0.3338 1.9756 -1.8699 0.4 0.4 -0.7
C 0.9277 1.7121 -2.4950 -0.3 0.0 1.3
N -0.3385 0.9893 0.6701 0.5 0.7 1.6
H -1.6426 -1.8921 -0.5389 0.0 0.2 -0.4
H -2.3997 -0.7359 0.5592 0.1 0.5 -0.2
H -0.8688 -1.5072 0.9474 -0.2 -0.2 0.3
H 0.4939 -0.3208 -0.5884 -0.1 -0.5 -0.6
H -2.0567 1.3296 -1.2903 -0.3 -0.6 0.5
H -1.2176 0.2153 -2.3907 -0.3 -0.1 -0.4
H 1.6380 1.6536 -1.6703 0.6 0.4 -0.2
H 1.1077 2.5470 -3.1722 0.3 -0.3 0.0
H 0.9986 0.7325 -2.9678 -0.4 0.0 -0.4
H -1.2346 1.2410 1.0624 -0.2 0.2 0.1
H 0.0327 1.8194 0.2305 0.1 0.5 0.2
```
Positions in Å, forces in eV/Å.

Summary:
SMILES string: COC[C@H](C)N.COC[C@H](C)N.COC[C@H](C)N.COC[C@H](C)N.COC[C@H](C)N.COC[C@H](C)N.COC[C@H](C)N.CO
charge: 0
Kohn-Sham gap: 0.3278 Ha
total energy: -58190.8866 eV
LUMO energy: 0.499 eV
largest force on an atom: 2.780 eV/Å

Atom charges from the Mulliken analysis, given in e for atoms 1 to 5: number 1, C, carries -0.627; number 2, O, carries -0.540; number 3, H, carries 0.230; number 4, H, carries 0.315; number 5, H, carries 0.301

---

Record 4
# C26H22AsF6IMoN5O3

A structure of composition C26H22AsF6IMoN5O3 at a distorted geometry (wB97M-V/def2-TZVPD, the OMol25 dataset).

Geometry as XYZ:
```
65
Properties=species:S:1:pos:R:3:forces:R:3
Mo 0.0284 -1.1198 -0.0265 -0.5 -0.1 1.3
C -2.6208 0.5155 -3.4164 0.1 0.0 -0.1
C -1.6020 1.4860 -2.9663 0.3 0.0 0.6
N -1.6554 2.7413 -3.3429 -0.1 0.4 -0.2
C -0.9029 3.6531 -2.7575 0.1 -0.5 0.1
C 0.0193 3.3722 -1.6795 -0.1 0.2 -0.4
C 0.6436 4.5654 -1.0122 0.1 0.1 0.0
O 1.9963 4.3754 -0.6326 -0.2 -0.2 -0.1
C 0.2094 2.0539 -1.3266 0.3 -0.3 0.0
C 1.1862 1.7099 -0.2867 -0.1 0.0 0.1
N 1.2584 0.6187 0.3999 0.4 0.4 0.2
C 2.1044 0.6825 1.5715 0.1 0.0 0.0
C 2.2981 1.8845 2.2562 -0.1 0.1 -0.1
C 3.1491 1.9591 3.3461 0.0 0.0 0.0
C 3.8183 0.8309 3.7969 0.0 0.0 0.0
C 3.5687 -0.3944 3.1965 0.0 0.0 0.1
C 2.7062 -0.4472 2.1199 -0.2 -0.4 -0.3
I 2.1892 -2.3698 1.4097 -0.1 0.4 -0.1
C -0.5923 1.0740 -1.9720 -0.3 0.3 -0.1
O -0.5415 -0.1591 -1.6753 -0.2 -0.1 -0.6
H -3.2475 0.9631 -4.1817 0.0 0.0 0.0
H -3.2437 0.2285 -2.5620 0.1 0.0 0.0
H -2.1420 -0.3920 -3.7955 -0.1 0.0 0.0
H -0.9612 4.6548 -3.1749 0.0 0.0 0.1
H 0.0219 4.7421 -0.1286 0.0 0.1 0.2
H 0.5249 5.4319 -1.6605 0.0 0.0 0.0
H 2.5207 5.1405 -0.8799 0.0 0.1 0.0
H 1.8915 2.4956 -0.0637 0.0 0.2 0.1
H 1.7434 2.7674 1.9619 0.0 0.0 0.0
H 3.2719 2.9078 3.8540 0.0 -0.1 0.0
H 4.5001 0.8883 4.6364 -0.1 0.0 0.0
H 4.0335 -1.2970 3.5726 0.0 0.0 0.0
O -2.7088 -4.2312 0.1520 -0.1 -0.1 -0.1
C -1.9939 -3.2942 0.3901 0.3 0.3 -0.1
N -1.1283 -2.6822 -0.4927 -0.3 -0.4 -0.4
C -1.0165 -3.2591 -1.8289 0.0 0.3 0.4
C 0.3843 -3.0309 -2.3056 0.0 0.1 0.2
C 0.9219 -3.6825 -3.4010 0.0 -0.1 -0.2
C 2.2078 -3.3783 -3.8081 0.0 0.0 0.0
C 2.9293 -2.4103 -3.1134 0.2 -0.1 -0.2
C 2.3529 -1.8142 -2.0248 -0.2 0.0 0.2
N 1.1072 -2.1274 -1.6095 0.0 -0.2 -0.2
C -1.8971 -2.6386 1.7305 0.2 0.1 -0.2
C -2.7320 -2.9598 2.7699 -0.1 -0.1 0.1
C -2.5801 -2.2819 3.9718 0.0 0.0 0.0
C -1.5841 -1.3229 4.0821 -0.1 -0.1 0.2
C -0.7816 -1.0566 2.9975 0.2 -0.1 -0.2
N -0.9325 -1.7064 1.8347 0.0 -0.2 0.0
H -1.2827 -4.3119 -1.8187 0.0 -0.2 0.0
H -1.7080 -2.7678 -2.5201 -0.1 0.0 -0.1
H 0.3248 -4.4224 -3.9212 0.1 0.0 0.0
H 2.6497 -3.8924 -4.6530 0.0 0.0 0.0
H 3.9325 -2.1308 -3.4084 -0.1 0.0 0.0
H 2.8888 -1.0762 -1.4462 0.0 0.1 0.1
H -3.4815 -3.7233 2.6074 0.0 0.0 0.0
H -3.2338 -2.4930 4.8083 0.0 0.0 0.0
H -1.4384 -0.7621 4.9965 0.0 0.0 -0.1
H -0.0121 -0.3004 3.0506 0.0 0.1 0.0
F -1.3636 0.4423 0.6640 0.3 -0.4 -0.3
As -2.5856 1.8251 1.2512 0.4 -0.1 -0.3
F -3.5968 3.0746 1.7258 -0.2 0.1 0.1
F -2.7765 2.1486 -0.4279 0.0 0.0 -0.4
F -3.7285 0.5845 1.1361 -0.5 -0.2 0.1
F -1.1438 2.7778 1.2057 0.2 0.4 0.0
F -2.1674 1.3407 2.8251 0.1 -0.1 0.5
```
Positions in Å, forces in eV/Å.

Summary:
charge: +2
Kohn-Sham gap (spin up / spin down): 0.2594 / 0.2225 Ha
total energy: -128001.5191 eV
LUMO energy (spin up / spin down): -7.235 / -8.996 eV
<S²>: 3.785
largest force on an atom: 1.347 eV/Å
2S+1: 4

Atom charges from the Mulliken analysis, given in e for atoms 1 to 5: number 1, Mo, carries -0.771; number 2, C, carries -1.225; number 3, C, carries 0.596; number 4, N, carries -0.524; number 5, C, carries -0.993